C21H24N4O2 in the gas phase. Source: OMol25; level of theory: ωB97M-V/def2-TZVPD.

SMILES   CCOC(=O)N1CCN(Cc2cn[nH]c2-c2cccc3ccccc23)CC1
Highest occupied orbital energy   -0.29346 Eh
Electronic energy   -32205.5362 eV
Largest force on an atom   0.3163 Eh/bohr
Spin multiplicity   1
LUMO energy   -0.38 eV
Orbital gap   7.6 eV

```
51
C21H24N4O2 | OMol25 | ωB97M-V/def2-TZVPD
C 4.53 1.95 1.60
C 4.25 1.86 0.04
O 3.56 0.40 -0.38
C 2.39 0.45 -0.96
O 1.84 1.39 -1.36
N 1.96 -0.70 -1.27
C 2.53 -1.82 -0.56
C 1.49 -2.78 -0.33
N 0.08 -2.44 -0.39
C -0.17 -1.85 0.91
C 0.14 -0.52 1.41
C 1.19 -0.14 2.27
N 1.41 1.23 2.19
N 0.33 1.70 1.51
C -0.39 0.64 0.74
C -1.46 0.79 -0.03
C -1.21 1.88 -1.20
C -2.38 1.97 -1.94
C -3.53 1.52 -1.72
C -3.83 0.95 -0.66
C -5.18 0.37 -0.43
C -5.38 -0.23 0.88
C -4.40 -0.63 1.76
C -3.14 -0.17 1.51
C -2.75 0.76 0.33
C -0.18 -2.00 -1.60
C 0.98 -0.94 -2.09
H 4.93 3.02 1.62
H 3.47 1.86 2.18
H 5.24 1.24 1.70
H 3.51 2.72 -0.24
H 5.03 1.96 -0.63
H 3.51 -2.24 -1.02
H 3.04 -1.65 0.56
H 1.92 -3.65 0.52
H 1.70 -3.74 -1.19
H -1.42 -2.14 0.96
H -0.05 -2.57 1.69
H 1.91 -0.66 2.42
H 0.46 2.62 1.19
H -0.35 2.00 -1.38
H -2.23 2.65 -2.70
H -4.30 1.69 -2.32
H -6.06 0.73 -0.92
H -6.43 -0.56 1.10
H -4.61 -0.98 2.98
H -2.29 -0.25 2.06
H -0.99 -1.31 -1.19
H -0.61 -2.61 -2.14
H 1.41 -1.64 -3.05
H 0.54 -0.12 -2.42
```


A molecular structure, C28H41N4O3PRhS2. Source: OMol25; level of theory: ωB97M-V/def2-TZVPD.

<S²>   6.02
Highest occupied orbital energy (spin up / spin down)   -0.38185 / -0.40045 Eh
Electronic energy   -75768.3647 eV
Largest force on an atom   0.0103 Eh/bohr
Spin multiplicity   5
LUMO energy (spin up / spin down)   -2.03 / -4.85 eV
Orbital gap (spin up / spin down)   8.4 / 6.0 eV
Total charge   +1

```
80
C28H41N4O3PRhS2 | OMol25 | ωB97M-V/def2-TZVPD
Rh -0.45 -0.04 0.96
C -3.01 1.39 2.27
C -3.61 1.49 0.87
C -3.61 0.21 0.06
C -4.82 -0.37 -0.31
C -4.83 -1.52 -1.07
C -3.61 -2.06 -1.47
C -2.45 -1.43 -1.06
N -2.44 -0.33 -0.31
N -1.55 1.57 2.33
C -1.12 2.92 1.96
C -0.90 3.10 0.48
C -1.16 4.30 -0.15
C -0.94 4.40 -1.52
C -0.47 3.29 -2.20
C -0.22 2.13 -1.49
N -0.42 2.04 -0.17
C -1.06 1.23 3.68
C 0.45 1.14 3.70
C 1.19 1.48 4.82
C 2.57 1.37 4.77
C 3.17 0.94 3.60
C 2.36 0.62 2.52
N 1.03 0.72 2.57
H -3.23 0.41 2.70
H -3.48 2.14 2.92
H -3.12 2.27 0.29
H -4.65 1.80 0.98
H -5.74 0.10 0.00
H -5.76 -1.99 -1.35
H -3.56 -2.96 -2.07
H -1.49 -1.83 -1.35
H -0.17 3.12 2.46
H -1.83 3.67 2.33
H -1.54 5.14 0.41
H -1.14 5.33 -2.04
H -0.30 3.32 -3.27
H 0.16 1.24 -1.97
H -1.45 0.25 3.93
H -1.41 1.96 4.42
H 0.68 1.82 5.72
H 3.17 1.62 5.63
H 4.24 0.85 3.51
H 2.78 0.26 1.59
C 2.41 1.15 -4.41
C 3.16 1.47 -3.13
C 4.64 1.17 -3.21
O 2.51 0.78 -2.01
P 2.78 -0.67 -1.46
S 4.27 -0.93 -0.28
S 1.07 -1.18 -0.43
O 2.77 -1.54 -2.78
C 2.85 -3.00 -2.73
C 4.18 -3.41 -3.33
C 1.65 -3.54 -3.48
H 2.82 1.75 -5.22
H 1.35 1.39 -4.31
H 2.51 0.10 -4.66
H 3.02 2.52 -2.87
H 4.82 0.12 -3.46
H 5.14 1.39 -2.27
H 5.08 1.79 -3.99
H 2.81 -3.32 -1.69
H 4.25 -3.08 -4.37
H 4.28 -4.49 -3.30
H 5.00 -2.97 -2.77
H 1.74 -3.32 -4.55
H 0.73 -3.09 -3.10
H 1.59 -4.62 -3.35
C -1.54 -3.64 1.67
C -2.16 -2.34 2.19
C -2.82 -2.55 3.54
O -1.16 -1.35 2.29
H -2.31 -4.38 1.47
H -0.85 -4.05 2.41
H -0.98 -3.45 0.75
H -2.93 -2.04 1.47
H -2.06 -2.79 4.29
H -3.55 -3.36 3.51
H -3.34 -1.64 3.87
```


A gas-phase ion, C8H15N2 (charge +1). Source: OMol25; level of theory: ωB97M-V/def2-TZVPD.

SMILES   C=C=[N+]=CCN(CC)CC
Highest occupied orbital energy (spin up / spin down)   -0.45563 / -0.45559 Eh
Electronic energy   -11508.6072 eV
Largest force on an atom   0.1112 Eh/bohr
Spin multiplicity   1
LUMO energy (spin up / spin down)   -4.64 / -4.64 eV
Orbital gap (spin up / spin down)   7.8 / 7.8 eV
Total charge   +1

```
25
C8H15N2 | OMol25 | ωB97M-V/def2-TZVPD
C -4.57 0.26 -0.66
C -3.35 0.49 -0.23
N -2.29 0.75 0.25
C -1.14 1.21 0.58
C -0.20 0.88 1.64
N 0.76 0.35 0.70
C 1.15 -1.06 0.91
C 0.40 -2.16 0.07
C 1.68 1.11 -0.07
C 1.53 0.69 -1.54
H -5.24 -0.49 -0.29
H -4.91 0.80 -1.58
H -0.86 2.10 -0.18
H 0.25 1.86 2.05
H -0.50 0.29 2.40
H 2.19 -0.97 0.53
H 1.16 -1.41 1.97
H 0.30 -1.78 -0.92
H 0.98 -3.07 -0.08
H -0.51 -2.43 0.59
H 1.47 2.15 0.21
H 2.74 1.01 0.45
H 0.55 1.01 -1.89
H 2.20 1.05 -2.27
H 1.67 -0.37 -1.69
```


C5H7N in the gas phase. Source: OMol25; level of theory: ωB97M-V/def2-TZVPD.

Highest occupied orbital energy (spin up / spin down)   -0.26109 / -0.26112 Eh
Electronic energy   -6783.7545 eV
Largest force on an atom   0.0077 Eh/bohr
Spin multiplicity   1
LUMO energy (spin up / spin down)   0.48 / 0.48 eV
Orbital gap (spin up / spin down)   7.6 / 7.6 eV

```
13
C5H7N | OMol25 | ωB97M-V/def2-TZVPD
C 0.80 -0.26 -1.56
C 0.29 -1.00 -0.37
N 0.76 -0.79 0.88
C -0.40 -0.32 1.49
C -1.04 0.85 1.03
C -1.60 1.86 0.65
H 1.85 0.01 -1.44
H 0.66 -0.83 -2.48
H 0.23 0.68 -1.64
H -0.52 -1.71 -0.46
H 1.71 -0.52 1.10
H -0.70 -0.77 2.43
H -2.05 2.79 0.37
```


C6H9N in the gas phase. Source: OMol25; level of theory: ωB97M-V/def2-TZVPD.

SMILES   Cc1ccc(C)[nH]1
Highest occupied orbital energy   -0.29292 Eh
Electronic energy   -7857.3090 eV
Largest force on an atom   0.0248 Eh/bohr
Spin multiplicity   1
LUMO energy   1.07 eV
Orbital gap   9.0 eV

```
16
C6H9N | OMol25 | ωB97M-V/def2-TZVPD
C 0.01 0.13 -2.56
C 0.26 -0.05 -1.09
C 1.40 -0.37 -0.44
C 1.13 -0.39 0.97
C -0.16 -0.02 1.13
C -0.97 0.38 2.33
N -0.76 0.14 -0.14
H -0.78 0.87 -2.75
H 0.92 0.50 -3.05
H -0.28 -0.80 -3.05
H 2.36 -0.57 -0.91
H 1.82 -0.67 1.76
H -2.04 0.37 2.10
H -0.78 -0.25 3.19
H -0.73 1.42 2.60
H -1.37 -0.69 -0.09
```


A gas-phase ion, C11H22N3 (charge +1). Source: OMol25; level of theory: ωB97M-V/def2-TZVPD.

SMILES   C=[N+]=C(/N=C\NC(C)(C)C)C(C)(C)C
Highest occupied orbital energy   -0.47590 Eh
Electronic energy   -16224.6530 eV
Largest force on an atom   0.0826 Eh/bohr
Spin multiplicity   1
LUMO energy   -3.26 eV
Orbital gap   9.7 eV
Total charge   +1

```
36
C11H22N3 | OMol25 | ωB97M-V/def2-TZVPD
C 2.36 -2.77 0.07
N 1.87 -1.66 0.23
C 1.71 -0.39 0.01
N 0.60 0.07 -0.46
C -0.66 -0.12 -0.64
N -1.61 -0.22 0.31
C -3.09 -0.10 0.01
C -3.51 1.18 0.71
C -3.62 -1.24 0.85
C -3.41 -0.25 -1.48
C 2.92 0.58 0.10
C 3.97 -0.20 0.98
C 2.26 1.89 0.47
C 3.43 0.55 -1.38
H 3.01 -3.18 -0.77
H 2.16 -3.67 0.67
H -0.80 -0.10 -1.74
H -1.32 -0.03 1.27
H -4.66 1.25 0.76
H -3.15 1.36 1.76
H -3.37 1.99 0.05
H -4.01 -1.03 1.84
H -4.53 -1.52 0.40
H -2.96 -2.15 0.81
H -3.38 -1.30 -1.80
H -4.43 0.13 -1.79
H -2.80 0.09 -2.24
H 4.78 0.50 1.08
H 3.45 -0.41 1.98
H 4.40 -1.05 0.54
H 1.43 2.10 -0.23
H 2.09 2.04 1.53
H 2.88 2.68 0.33
H 4.37 1.00 -1.55
H 3.44 -0.56 -1.71
H 2.87 1.22 -1.92
```


2 unconnected molecules or ions with the total composition CH6N4. Source: OMol25; level of theory: ωB97M-V/def2-TZVPD.

Highest occupied orbital energy (spin up / spin down)   -0.28115 / -0.26446 Eh
Electronic energy   -7090.0152 eV
Largest force on an atom   0.0506 Eh/bohr
Spin multiplicity   1
LUMO energy (spin up / spin down)   -0.14 / -0.19 eV
Orbital gap (spin up / spin down)   7.5 / 7.0 eV

```
11
CH6N4 | OMol25 | ωB97M-V/def2-TZVPD
N -0.03 -1.82 -0.18
N 1.02 0.07 -1.07
N -0.75 1.27 1.08
C -0.04 0.17 0.70
N -0.79 -0.90 0.28
H -0.65 -2.47 -0.71
H 1.93 0.07 -1.54
H 0.26 0.07 -1.76
H -1.59 1.47 0.55
H -0.24 2.08 1.39
H 0.88 -0.02 1.26
```


A molecular structure, C2H6BIN4O3. Source: OMol25; level of theory: ωB97M-V/def2-TZVPD.

Highest occupied orbital energy   -0.28676 Eh
Electronic energy   -23051.8452 eV
Largest force on an atom   0.0614 Eh/bohr
Spin multiplicity   1
LUMO energy   -0.14 eV
Orbital gap   7.7 eV

```
17
C2H6BIN4O3 | OMol25 | ωB97M-V/def2-TZVPD
O -2.25 0.37 1.05
B -2.18 -1.00 1.01
O -2.96 -1.79 1.84
O -1.30 -1.69 0.18
N -0.63 -0.90 -0.72
C 0.44 -0.18 -0.34
N 0.96 -0.17 0.89
C 1.97 0.69 0.80
N 2.07 1.17 -0.42
N 1.12 0.61 -1.19
H -2.94 0.74 0.48
H -2.45 -1.98 2.64
H -0.95 -0.89 -1.67
H 2.60 0.93 1.64
H 2.75 1.85 -0.73
H 0.99 0.81 -2.25
I 2.77 1.42 -3.22
```